C47H41N5O2P2S2SbSe4Sn | ωB97M-V/def2-TZVPD

XYZ file:
```
105
Properties=species:S:1:pos:R:3:forces:R:3
Sn -1.165445 0.386393 0.185900 1.2 0.2 0.2
C -3.271776 -0.977670 3.345824 0.1 0.0 0.0
C -2.091391 -0.120456 3.657918 0.0 0.0 -0.1
N -1.409785 0.602236 2.802784 0.5 0.3 0.2
C -0.397496 1.317861 3.442726 0.0 0.0 -0.4
C -0.308769 1.110126 4.778529 0.1 0.0 0.0
S -1.523612 0.021985 5.267033 -0.1 -0.1 0.2
C 0.448447 2.258725 2.680988 -0.2 -0.2 -0.2
C 1.028801 3.379472 3.182017 0.0 0.0 0.1
S 1.913349 4.167883 1.954869 0.1 0.1 0.0
C 1.445718 2.972411 0.818494 0.0 -0.2 -0.1
N 0.679574 2.047090 1.328632 -0.2 0.2 0.3
C 1.912630 3.000364 -0.608450 -0.2 0.2 0.1
H -3.064371 -1.635117 2.500549 0.0 0.0 0.0
H -4.123744 -0.356507 3.075026 0.0 0.1 0.0
H -3.545005 -1.586189 4.207633 0.0 0.0 0.0
H 0.411756 1.523630 5.469367 -0.1 0.0 -0.1
H 0.973766 3.770823 4.188164 0.0 0.0 -0.1
H 3.004386 3.030420 -0.659776 -0.2 0.0 0.0
H 1.532547 3.882024 -1.130656 0.0 0.0 0.1
H 1.576366 2.098793 -1.126789 0.0 0.2 0.1
O -1.533263 5.389868 -6.255388 0.0 -0.1 0.2
N -0.973995 4.370173 -5.919092 0.0 -0.1 0.0
O -0.245450 3.705953 -6.630638 0.0 -0.1 0.1
C -1.163907 3.910192 -4.516746 0.1 -0.1 -0.3
C -1.343630 4.870226 -3.601996 0.0 0.1 0.3
C -1.495115 4.529709 -2.215898 0.0 0.1 -0.1
C -1.732309 5.500529 -1.230740 0.0 0.1 0.0
C -1.914762 5.110407 0.069258 0.0 0.0 0.1
C -1.849519 3.746077 0.373067 0.0 -0.1 -0.1
N -1.580656 2.818631 -0.528841 0.2 0.0 -0.1
C -1.410131 3.194767 -1.818337 0.0 -0.2 0.1
C -1.178244 2.170748 -2.822386 0.0 -0.1 0.3
N -1.068661 0.898131 -2.387477 -0.2 0.0 -0.1
C -1.013370 -0.081459 -3.267209 0.1 0.1 0.0
C -1.063101 0.151559 -4.648462 0.0 -0.1 0.1
C -1.081939 1.440847 -5.105111 0.0 0.1 0.0
C -1.116680 2.506482 -4.179661 0.0 0.0 -0.2
H -1.379035 5.905539 -3.913735 0.0 0.0 0.0
H -1.785355 6.545611 -1.513624 0.0 0.0 0.0
H -2.113701 5.828003 0.853168 0.0 0.0 0.0
H -2.032126 3.396598 1.385720 0.1 0.0 0.0
H -0.925491 -1.093934 -2.874586 -0.1 0.1 0.0
H -1.080713 -0.686337 -5.333660 0.1 0.0 0.0
H -1.070008 1.643261 -6.164667 0.0 0.0 0.0
C 2.690765 -3.418871 -0.069421 0.2 0.1 0.0
C 3.365159 -2.265149 0.667120 0.2 0.2 -0.1
P 2.466125 -0.613654 0.695550 0.2 -0.5 0.1
C 3.317884 0.110795 2.147092 0.0 0.1 0.0
C 2.939030 -0.501319 3.350150 0.0 0.0 0.0
C 3.411619 -0.054719 4.572074 0.0 0.0 0.0
C 4.256860 1.048823 4.627537 0.0 0.0 0.0
C 4.624503 1.681303 3.450804 -0.1 0.0 -0.1
C 4.161178 1.216121 2.219597 0.1 0.1 0.1
C 3.092128 0.065046 -0.880380 -0.1 0.0 -0.2
C 2.254063 -0.242890 -1.962017 0.1 0.0 0.0
C 2.529654 0.216251 -3.242818 0.0 0.0 0.0
C 3.634296 1.030314 -3.462677 0.0 0.0 0.0
C 4.483950 1.327244 -2.405937 0.0 -0.1 0.0
C 4.225274 0.835648 -1.130187 0.2 -0.2 -0.1
C 1.435961 -3.913363 0.632188 -0.2 -0.2 -0.2
P -0.058807 -2.867628 0.405581 -0.6 -0.2 0.2
C -0.785689 -3.466761 -1.160414 -0.1 0.0 -0.1
C -2.089739 -3.062955 -1.479511 0.0 0.0 0.0
C -2.645352 -3.347314 -2.719645 0.0 0.0 0.1
C -1.894067 -4.012365 -3.683050 0.0 0.0 0.0
C -0.598967 -4.411517 -3.384017 0.0 0.0 0.0
C -0.052226 -4.149308 -2.130513 0.0 -0.1 -0.1
C -1.112381 -3.609275 1.717396 -0.1 0.1 0.0
C -2.266997 -4.361362 1.514398 0.0 -0.1 0.0
C -3.005428 -4.830118 2.597390 0.0 0.0 0.0
C -2.593723 -4.566398 3.894970 0.0 0.0 0.0
C -1.445444 -3.812904 4.111354 0.0 0.0 0.0
C -0.724705 -3.325264 3.031413 0.0 0.0 0.0
H 3.406995 -4.242885 -0.088181 0.0 0.0 -0.1
H 2.501710 -3.163785 -1.116996 0.0 0.1 0.1
H 4.351961 -2.090242 0.232505 0.0 0.1 0.1
H 3.530728 -2.549337 1.708878 0.0 0.0 0.0
H 2.253609 -1.344412 3.326181 0.0 0.0 0.0
H 3.121991 -0.568602 5.482087 0.0 0.1 0.0
H 4.616698 1.416961 5.580275 0.0 0.0 0.0
H 5.281359 2.543825 3.480560 0.0 -0.1 0.0
H 4.479783 1.735360 1.326059 -0.1 0.0 0.1
H 1.365037 -0.848743 -1.790007 0.1 0.0 0.0
H 1.879745 -0.055910 -4.067527 0.0 0.1 0.0
H 3.835644 1.423137 -4.451768 0.0 0.0 0.0
H 5.364280 1.934840 -2.574402 0.0 0.0 0.0
H 4.944694 1.035655 -0.348092 -0.1 0.0 0.0
H 1.624720 -3.979586 1.704651 0.0 0.0 0.1
H 1.164193 -4.921224 0.310036 0.1 -0.1 0.0
H -2.682147 -2.513734 -0.754314 0.0 0.0 0.0
H -3.663453 -3.039266 -2.932134 0.1 0.0 0.0
H -2.317499 -4.224278 -4.658114 0.0 0.0 0.1
H -0.009528 -4.940456 -4.123949 0.0 0.0 0.0
H 0.950218 -4.498202 -1.918283 0.0 0.0 0.0
H -2.588732 -4.611531 0.510878 0.0 0.0 0.0
H -3.902080 -5.413058 2.420919 0.1 0.0 0.0
H -3.160354 -4.949915 4.734293 0.0 0.0 0.0
H -1.113641 -3.602789 5.121624 0.0 0.0 0.0
H 0.161534 -2.719835 3.212772 -0.1 0.0 0.0
Se -7.058259 -0.994889 -1.851233 0.0 -0.1 -0.2
Sb -6.169399 0.160868 0.153148 0.3 1.4 -0.3
Se -6.928573 -1.002867 2.129586 -0.2 -0.1 0.5
Se -7.051081 2.439025 0.254410 0.1 -0.9 0.1
Se -3.679813 0.221573 -0.051673 -1.4 -0.4 -0.4
```
Forces are in eV/Å.

Values from the calculation:
Strongest force on any atom ... 1.534 eV/A
Multiplicity ... 1
Energy relative to the best compared isomer or geometry (same formula, charge and spin) ... 13.02 kcal per mole
Net charge ... +1
HOMO (spin up / spin down) ... -9.74 / -9.83 eV
HOMO-LUMO gap (spin up / spin down) ... 5.010 / 5.270 eV

=====

C47H42Br3CaN3OP2SSbSe4 | ωB97M-V/def2-TZVPD

XYZ file:
```
105
Properties=species:S:1:pos:R:3:forces:R:3
Ca 1.403251 -1.600614 -0.237213 -1.1 -0.1 -0.7
O 2.409796 -0.622113 1.399654 0.1 1.3 0.6
S 1.961739 0.842370 1.156962 0.2 -0.9 0.4
C 1.498900 1.354472 2.814620 -0.1 0.1 0.1
C 2.343808 1.806823 3.816279 -0.3 0.0 0.0
C 1.846116 1.989723 5.099500 0.1 0.0 -0.1
C 0.523296 1.701282 5.382209 0.0 0.0 0.0
C -0.325600 1.259808 4.377116 -0.1 0.0 0.1
C 0.138950 1.102849 3.079733 0.1 0.1 -0.2
P -0.907366 0.574076 1.656549 0.2 0.1 -0.1
C -1.256076 2.221186 0.886358 -0.2 -0.2 0.1
C -2.491699 2.431966 0.267657 0.0 0.0 0.0
C -2.768545 3.612177 -0.407409 0.1 0.0 0.0
C -1.806292 4.611084 -0.487101 0.0 -0.1 0.0
C -0.573292 4.410921 0.116283 -0.1 0.0 0.0
C -0.303425 3.230015 0.795557 0.2 0.2 0.1
C -2.521156 0.138015 2.376917 0.0 0.0 0.2
C -3.360135 1.016034 3.068584 0.0 0.0 0.0
C -4.568712 0.576520 3.580146 0.0 -0.1 0.0
C -4.962756 -0.747278 3.395772 0.0 0.1 0.0
C -4.143726 -1.623142 2.704721 0.0 0.1 -0.1
C -2.924104 -1.182628 2.200741 -0.1 0.1 -0.1
C 3.267619 1.800164 0.497577 0.2 0.4 -0.1
C 4.412353 2.166468 1.212658 -0.1 0.0 -0.2
C 5.325674 3.005567 0.608291 -0.1 0.0 0.0
C 5.080932 3.448011 -0.690518 0.1 0.0 0.0
C 3.996363 2.978311 -1.411685 0.0 -0.1 0.0
C 3.059462 2.092738 -0.862889 0.0 -0.1 0.4
P 1.678315 0.828065 -2.100475 -0.1 -0.4 -0.4
C 1.746422 2.234936 -3.289222 0.1 0.0 0.0
C 0.955353 3.357352 -3.075269 0.0 0.1 0.1
C 0.953334 4.408619 -3.985081 0.0 -0.1 0.0
C 1.766113 4.356595 -5.109646 0.0 -0.1 0.0
C 2.574557 3.244891 -5.318137 0.0 0.0 0.0
C 2.557648 2.187734 -4.419252 0.0 0.0 0.0
C 0.884788 -0.254205 -3.512113 0.1 0.2 0.0
C 1.417956 -1.347457 -4.175852 0.0 -0.1 0.0
C 0.672331 -2.074685 -5.103386 0.0 0.0 0.0
C -0.621503 -1.696235 -5.412845 0.0 0.1 0.1
C -1.156314 -0.556763 -4.811234 0.1 -0.1 0.0
C -0.405994 0.144644 -3.883981 0.0 0.1 0.0
H 3.377147 2.012214 3.622381 0.2 0.0 -0.1
H 2.505750 2.337252 5.883213 0.0 0.0 0.0
H 0.144903 1.826456 6.388137 0.0 0.0 0.0
H -1.357285 1.026383 4.609340 0.0 0.0 0.0
H -3.250717 1.659899 0.308880 0.0 0.0 0.1
H -3.738292 3.749194 -0.867956 0.0 0.0 0.0
H -2.014681 5.530471 -1.017352 0.0 0.0 0.0
H 0.195656 5.169917 0.056594 0.0 0.0 0.0
H 0.671370 3.129869 1.264982 -0.2 0.0 -0.1
H -3.067623 2.051760 3.196571 0.0 0.0 0.0
H -5.208241 1.265394 4.117125 0.0 0.0 0.0
H -5.910619 -1.087122 3.792252 0.0 0.0 0.0
H -4.445244 -2.651729 2.552292 0.0 0.0 0.0
H -2.283236 -1.865848 1.653259 0.0 0.0 0.0
H 4.624149 1.757855 2.185181 0.0 0.0 0.2
H 6.222867 3.303852 1.133689 0.0 0.0 0.0
H 5.780349 4.131867 -1.158866 0.0 0.0 0.0
H 3.900811 3.275552 -2.451234 0.0 0.0 0.0
H 0.337658 3.414108 -2.184130 0.0 0.0 0.0
H 0.315606 5.267226 -3.814030 0.0 0.0 0.0
H 1.768341 5.173143 -5.819818 0.0 0.0 0.0
H 3.214762 3.195590 -6.190078 0.0 0.0 0.0
H 3.172157 1.311781 -4.595827 0.0 0.0 0.0
H 2.445963 -1.651793 -4.013292 -0.1 0.0 0.0
H 1.129639 -2.940880 -5.566588 0.0 0.0 0.0
H -1.207794 -2.266488 -6.122187 0.0 0.0 0.0
H -2.154988 -0.223112 -5.070772 0.0 0.0 0.0
H -0.821559 1.060183 -3.459463 0.0 -0.1 0.1
Br 3.551866 -3.596725 2.462018 0.1 0.0 -0.3
C 3.244670 -3.171341 4.297186 -0.1 0.0 0.2
Br 2.179906 -1.584456 4.579913 0.1 -0.1 0.1
H 4.205639 -2.986153 4.761061 0.0 0.0 0.0
H 2.729415 -4.005343 4.759622 0.0 0.1 0.0
Se 5.602922 -3.735726 -0.607692 0.1 0.2 0.2
Sb 3.836867 -3.277033 -2.135844 -0.1 -0.3 -0.3
Se 1.659386 -4.093137 -1.219540 0.1 -0.6 -0.2
Se 3.609797 -0.563090 -1.830940 0.1 0.3 0.0
Se 4.101576 -3.861732 -4.438066 0.0 0.0 -0.1
C -3.746731 0.545143 -2.369313 -0.1 0.0 0.0
C -2.979704 -0.600175 -1.803920 -0.1 0.0 -0.1
C -3.245990 -1.951006 -1.789706 0.1 0.0 0.1
C -2.116573 -2.552289 -1.201020 0.1 0.0 0.0
N -1.219378 -1.628711 -0.862808 0.0 0.0 -0.1
N -1.780673 -0.452600 -1.226178 0.3 0.0 0.2
C -1.880282 -4.004093 -0.956197 -0.1 0.1 -0.1
H -4.639171 0.172146 -2.867936 0.0 0.0 0.0
H -3.149643 1.090930 -3.100830 0.0 0.0 0.0
H -4.055722 1.252792 -1.599347 0.0 0.0 0.0
H -4.125196 -2.441619 -2.168226 0.0 0.0 0.0
H -1.210319 0.382622 -1.180388 0.0 0.0 -0.1
H -2.786340 -4.573767 -1.164864 0.0 0.0 0.0
H -1.589763 -4.183689 0.076639 0.0 0.1 -0.1
H -1.075804 -4.373882 -1.591400 0.0 0.0 0.0
Br -1.570186 -2.287273 5.108406 0.1 -0.1 0.0
C -1.448083 -3.678272 3.803402 -0.1 0.0 0.2
C -2.506713 -4.572147 3.715761 0.0 0.0 0.0
C -2.392262 -5.591448 2.788271 -0.1 -0.1 0.0
C -1.250314 -5.672934 2.007340 0.1 0.0 0.1
C -0.265559 -4.714808 2.176119 0.1 0.1 0.2
N -0.365410 -3.719205 3.068687 0.1 -0.1 -0.1
H -3.370409 -4.469540 4.355685 0.0 0.0 0.0
H -3.192257 -6.312685 2.677499 0.0 0.0 0.0
H -1.119380 -6.452289 1.270171 0.0 0.0 0.0
H 0.634558 -4.727707 1.573585 0.1 0.0 0.0
```
Forces are in eV/Å.

Values from the calculation:
Strongest force on any atom ... 1.409 eV/A
Multiplicity ... 1
Energy relative to the best compared isomer or geometry (same formula, charge and spin) ... 48.99 kcal per mole
Net charge ... -1
HOMO ... -4.31 eV
HOMO-LUMO gap ... 6.138 eV

=====

Question: Which of these has the highest strongest force on any atom?
Answer: C47H41N5O2P2S2SbSe4Sn